1.
The following is a quantum chemistry calculation of a 2-piece molecular cluster, C7H9N5O2 overall in a non-equilibrium geometry, from the OMol25 dataset.

Structure (XYZ):
```
23
C7H9N5O2 (ωB97M-V/def2-TZVPD)
C 1.74535 4.86893 -2.20949
C 0.48555 4.66074 -1.65069
C 2.60783 3.77214 -2.35254
C -0.02219 3.34265 -1.26901
C 2.27907 2.52314 -1.92591
C 0.92536 2.33029 -1.28643
C -0.41221 -3.27422 1.55922
N 2.79434 1.30417 -2.00965
N 2.12974 0.38653 -1.54129
N 0.85800 0.98727 -1.09166
N -1.24962 -3.79677 2.41183
N 0.87855 -3.30925 1.81374
O -0.83849 -2.94629 0.36335
O 0.01262 0.32003 -0.53463
H 2.03380 5.86083 -2.33224
H -0.05473 5.53711 -1.42172
H 3.64196 3.91384 -2.75044
H -0.95192 3.16238 -0.72225
H -1.44539 -3.70595 -0.03994
H -1.11787 -3.59408 3.42885
H -2.23465 -3.71153 2.17824
H 1.25710 -3.73125 2.72248
H 1.47581 -2.74708 1.11924
```

Results
Net charge: +2
E_HOMO (spin up / spin down) in eV: -17.0 / -17.0
Kohn-Sham gap (spin up / spin down) in eV: 6.5 / 6.5
2S+1: 1
Total energy in Ha: -695.62571
LUMO (spin up / spin down) in eV: -10.5 / -10.5

---

2.
The following is a quantum chemistry calculation of C41H47F15GeN7O3P2SSiTi as an isolated structure in a non-equilibrium geometry, from the OMol25 dataset.

Structure (XYZ):
```
119
C41H47F15GeN7O3P2SSiTi (ωB97M-V/def2-TZVPD)
Ti -0.93905 0.38649 -0.25438
C -5.39028 -0.32510 2.52868
N -4.81423 -1.53491 1.96201
C -5.54741 -2.76694 2.19374
P -3.33252 -1.54639 1.26137
O -2.81727 -0.17729 1.05887
O -2.36997 -2.36489 2.29859
P -0.78743 -2.05066 2.40570
O -0.24276 -1.31588 1.25331
N -0.72244 -1.10117 3.78775
C 0.63995 -0.72632 4.18487
C -1.58119 -1.40425 4.93066
N -0.19071 -3.58510 2.56356
C -0.76391 -4.48780 3.55603
C 1.24867 -3.75220 2.36193
N -3.32436 -2.54503 -0.04041
C -3.02338 -3.96871 -0.01562
C -4.19513 -2.13874 -1.14317
H -6.38885 -0.15851 2.11800
H -4.76033 0.52205 2.26929
H -5.46928 -0.39697 3.61808
H -6.51337 -2.74256 1.68297
H -5.72432 -2.91502 3.26263
H -4.97358 -3.61313 1.81918
H 1.27715 -0.63954 3.30339
H 1.08261 -1.46182 4.86592
H 0.61394 0.23641 4.69908
H -2.55747 -1.73019 4.58181
H -1.71010 -0.49596 5.52168
H -1.15374 -2.17828 5.57753
H -1.82865 -4.29264 3.66720
H -0.27300 -4.39074 4.53051
H -0.62974 -5.51456 3.21159
H 1.59879 -2.98960 1.67230
H 1.44222 -4.73304 1.92433
H 1.80824 -3.67716 3.30002
H -3.93880 -4.57030 -0.03191
H -2.43725 -4.21901 0.86530
H -2.43420 -4.22430 -0.89989
H -4.30874 -1.05611 -1.13859
H -5.17671 -2.62227 -1.07564
H -3.73004 -2.42267 -2.08858
N -1.52877 3.08429 -0.28600
C -1.05365 3.67143 0.96061
C -1.20911 2.62908 2.05551
N -0.48614 1.41675 1.64997
H -1.06726 3.48256 -1.09256
H -2.53040 3.17388 -0.39814
H -1.58201 4.58798 1.24350
H 0.00426 3.91361 0.84512
H -2.26590 2.37228 2.16206
H -0.83532 3.02718 3.00402
H -0.56814 0.71696 2.38031
H 0.50145 1.64158 1.54092
F 1.83531 3.38921 1.80668
C 3.16068 3.63080 1.72231
C 3.88713 3.05207 0.69980
C 5.24589 3.33576 0.69266
F 6.01578 2.80837 -0.26773
C 5.85102 4.15165 1.62718
F 7.15912 4.39190 1.58308
C 5.08025 4.72480 2.62693
F 5.63790 5.51560 3.53184
C 3.72340 4.45680 2.67564
F 2.97390 4.99922 3.63832
Ge 3.12787 1.95149 -0.80886
S 1.02199 1.79674 -1.18357
C 4.21262 0.34550 -0.34183
C 3.84837 -0.31679 0.81609
F 2.68697 0.01972 1.41435
C 4.65533 -1.25875 1.41751
F 4.30052 -1.85166 2.56464
C 5.87973 -1.56791 0.84954
F 6.67456 -2.44072 1.44740
C 6.26777 -0.94346 -0.32297
F 7.44808 -1.22457 -0.86271
C 5.43125 -0.00451 -0.90025
F 5.83918 0.59168 -2.02498
C 3.83725 2.82274 -2.45218
C 4.09525 4.17926 -2.54893
F 3.97970 4.96421 -1.46546
C 4.44996 4.78302 -3.74185
F 4.70635 6.09012 -3.79959
C 4.51514 4.01818 -4.89363
F 4.82809 4.58857 -6.05090
C 4.23296 2.66314 -4.84080
F 4.26730 1.93648 -5.95655
C 3.89630 2.09451 -3.62797
F 3.59968 0.78855 -3.59068
C -0.63901 -1.17753 -1.73492
C 0.63079 -1.89287 -1.86591
C 1.57684 -1.49387 -2.82603
C 2.70186 -2.24464 -3.08804
C 2.94212 -3.42268 -2.37687
C 2.03413 -3.81912 -1.39041
C 0.89815 -3.07554 -1.15374
C 4.05458 -4.25981 -2.67636
N 4.93708 -4.96505 -2.90319
H -1.42544 -1.87184 -1.42712
H -0.88884 -0.71299 -2.68699
H 1.38143 -0.59592 -3.39696
H 3.39195 -1.93509 -3.86326
H 2.21659 -4.73836 -0.84633
H 0.16471 -3.42756 -0.43861
C -6.07388 0.08908 -3.26829
Si -4.81248 1.49979 -3.37634
C -4.21446 1.65158 -5.15838
C -5.66206 3.10236 -2.84258
C -3.40174 1.14147 -2.26191
C -2.44193 0.89142 -1.54293
H -6.92229 0.27392 -3.93051
H -6.46219 -0.02176 -2.25332
H -5.62696 -0.86320 -3.56136
H -5.04454 1.83438 -5.84407
H -3.70874 0.73841 -5.47643
H -3.50469 2.47394 -5.26177
H -6.48711 3.35677 -3.51149
H -4.96031 3.93856 -2.85135
H -6.06653 3.01762 -1.83206
```

Results
Net charge: 0
E_HOMO (spin up / spin down) in eV: -7.1 / -7.3
Kohn-Sham gap (spin up / spin down) in eV: 7.0 / 7.2
2S+1: 2
Total energy in Ha: -7994.49146
LUMO (spin up / spin down) in eV: -0.1 / -0.1
Relative energy (zero: lowest compared OMol25 entry of this formula, charge and spin) in kJ/mol: 30.1

---

3.
The following is a quantum chemistry calculation of C8H13BMnN2 as an isolated structure in a non-equilibrium geometry, from the OMol25 dataset.

Structure (XYZ):
```
25
C8H13BMnN2 (ωB97M-V/def2-TZVPD)
C -0.44959 0.85812 -2.36160
C 0.96325 1.00497 -2.12538
C 1.13105 1.83562 -0.96973
C -0.16759 2.19844 -0.48792
C -1.14578 1.60068 -1.34494
Mn 0.06276 0.07256 -0.45440
N -1.26171 -1.20088 -0.64048
C -0.37663 -2.27722 -0.94876
C 0.96039 -1.57052 -1.05334
H 2.07879 2.24405 -0.61518
H 1.75660 0.66026 -2.78073
H -0.37476 2.94175 0.28451
H -2.21946 1.78808 -1.31414
H -0.89896 0.38994 -3.22289
H 1.32789 -1.55402 -2.08657
H -0.33229 -3.07167 -0.19453
H -2.18857 -1.41936 -0.29577
H 1.67601 -1.91030 -0.29263
H -0.67916 -2.77196 -1.87732
B -0.00434 -0.00209 4.29719
C 0.04403 0.06667 2.74729
N 0.10950 0.12767 1.58246
H -0.98612 0.56597 4.71722
H 0.97707 0.56312 4.73176
H -0.00241 -1.13987 4.70584
```

Results
Net charge: 0
E_HOMO (spin up / spin down) in eV: -8.9 / -8.8
Kohn-Sham gap (spin up / spin down) in eV: 8.0 / 8.1
2S+1: 4
Total energy in Ha: -1597.86182
LUMO (spin up / spin down) in eV: -0.9 / -0.7
Relative energy (zero: lowest compared OMol25 entry of this formula, charge and spin) in kJ/mol: 0.0

---

4.
The following is a quantum chemistry calculation of C43H44BiN12O7 as an isolated structure, from the OMol25 dataset.

Structure (XYZ):
```
107
C43H44BiN12O7 (ωB97M-V/def2-TZVPD)
Bi 1.26800 -0.58379 0.93038
C -1.60967 -3.73675 -1.78614
O -1.36716 -2.53257 -2.52097
C -1.54731 -1.36797 -1.86403
C -1.97287 -0.28246 -2.50799
C -2.09480 1.05593 -1.89277
C -3.90720 0.56149 -0.11827
C -1.97866 -0.91881 0.73076
C -1.53934 -1.42606 2.04666
N -0.32986 -1.28975 2.41105
N 0.12558 -1.83807 3.58312
C 1.39973 -2.11204 3.48463
O 2.10071 -1.97762 2.39461
C 2.10430 -2.60517 4.68890
C 1.48260 -2.57173 5.93613
C 2.17830 -2.97023 7.06403
C 3.49257 -3.40784 6.95333
C 4.10935 -3.45238 5.71154
C 3.41892 -3.04854 4.57955
C -1.06541 -1.29302 -0.45937
O 0.04820 -2.00577 -0.20150
H -1.39042 -4.54866 -2.47488
H -0.95322 -3.80356 -0.91732
H -2.65479 -3.79628 -1.48285
H -2.21019 -0.37326 -3.56041
H -2.00904 1.88099 -2.58704
H -4.74851 1.11500 0.28771
H -2.22609 -1.99528 2.66743
H 0.45726 -2.23563 6.00385
H 1.69657 -2.94284 8.03229
H 4.03428 -3.71961 7.83650
H 5.12950 -3.80101 5.62502
H 3.88852 -3.07387 3.60672
C 2.07716 1.70707 5.44948
N 1.62026 2.54710 4.34449
C 1.36485 3.95082 4.64849
C 1.44339 2.01643 3.13540
O 1.59052 0.80391 2.92921
C 0.96462 2.93485 2.01705
O 1.26484 2.40726 0.74491
C 2.28232 3.08249 0.01723
C 3.34349 2.08677 -0.44876
O 3.58698 1.12243 0.26912
N 3.97587 2.30628 -1.61542
C 5.02447 1.38087 -2.02508
C 3.90120 3.52121 -2.41479
H 1.28360 1.59609 6.18919
H 2.35397 0.72784 5.07416
H 2.94124 2.17584 5.91956
H 1.25300 4.04483 5.72560
H 2.19097 4.59223 4.33588
H 0.44110 4.30020 4.19179
H -0.12649 2.99769 2.10852
H 1.36177 3.94333 2.12515
H 1.80921 3.60786 -0.80967
H 2.78626 3.82061 0.64797
H 4.96664 0.47747 -1.42833
H 4.88915 1.13953 -3.07911
H 6.00859 1.83428 -1.89099
H 2.96673 4.05185 -2.27885
H 4.72697 4.19503 -2.17477
H 3.97583 3.24953 -3.46677
C -5.52447 -1.27543 -0.59321
N -4.16149 -0.74978 -0.63118
C -3.44810 -0.64698 0.62768
N -1.03736 0.06779 0.14786
C -1.53948 1.23478 -0.52048
N -2.95509 1.41203 -0.75161
C -5.68637 -2.41222 -1.57860
C -6.55931 -3.45038 -1.28911
C -6.73062 -4.49786 -2.17939
C -6.04065 -4.51250 -3.37185
C -5.18887 -3.45537 -3.69773
C -5.00556 -2.40399 -2.80358
C -4.50266 -3.55178 -4.99527
N -4.50801 -4.60033 -5.73711
N -3.77583 -4.30591 -6.85350
C -3.37491 -3.09026 -6.73749
O -3.78733 -2.52329 -5.55812
C -2.59568 -2.38828 -7.77278
C -2.21385 -3.18835 -8.85030
C -1.50504 -2.64688 -9.89903
C -1.18976 -1.30262 -9.89420
C -1.57734 -0.48063 -8.84402
C -1.29690 0.99428 -9.04066
N -1.19366 1.81589 -7.85339
C -0.29293 1.78160 -6.86642
N -0.43829 2.82395 -6.07126
C -1.47770 3.48613 -6.63691
N -1.96498 2.92051 -7.71764
C -2.27171 -1.02711 -7.75715
H -6.24005 -0.48370 -0.83229
H -5.77127 -1.63025 0.41375
H -4.00064 -0.90641 1.52710
H -0.99922 2.13035 -0.24087
H -7.08833 -3.45636 -0.34327
H -7.40313 -5.30996 -1.93728
H -6.16458 -5.32152 -4.07782
H -4.33892 -1.59034 -3.04281
H -2.48653 -4.23376 -8.84363
H -1.20661 -3.27153 -10.72998
H -0.64361 -0.87644 -10.72757
H -2.10223 1.43968 -9.62466
H -0.37498 1.10625 -9.61394
H 0.43130 0.99016 -6.75401
H -1.88383 4.40333 -6.24275
H -2.58865 -0.40194 -6.93263
```

Results
Net charge: +1
E_HOMO in eV: -10.1
Kohn-Sham gap in eV: 7.7
2S+1: 1
Total energy in Ha: -3063.02717
LUMO in eV: -2.4
Relative energy (zero: lowest compared OMol25 entry of this formula, charge and spin) in kJ/mol: 397.4

---

Which of these has the highest 2S+1? C8H13BMnN2

---

Look up the total energy of the first one. -695.62571 Ha